This record from the Open Molecules 2025 dataset describes C22H38MnP2 as an isolated structure at a distorted geometry. The level of theory is wB97M-V/def2-TZVPD.

XYZ file:
```
63
Properties=species:S:1:pos:R:3:forces:R:3
H 1.352 -1.319 -2.810 0.0 -0.5 0.1
H -1.450 1.184 -4.086 0.2 0.0 -0.1
H 3.534 -2.221 -3.072 -0.3 -0.1 0.2
H 2.763 1.685 2.581 -0.3 -0.3 0.0
C -0.017 -0.741 0.807 1.0 -0.6 2.0
H 1.233 -1.166 4.087 -0.4 0.0 0.1
H -4.785 4.702 2.565 0.1 0.0 0.1
C 0.564 -3.054 -1.837 0.8 -0.4 -1.8
C -1.274 4.853 0.905 -1.4 0.1 0.1
C -3.403 5.914 1.446 0.1 -0.2 -0.1
H 1.000 -5.119 -1.851 0.1 0.1 0.4
C 3.002 -2.641 -2.204 0.9 -0.3 0.4
C 2.009 -2.950 0.672 1.7 0.6 0.2
C -2.952 3.644 2.190 0.2 0.3 -0.7
H -0.285 4.934 0.467 0.0 -0.2 0.0
H -0.809 -0.468 -4.256 -0.1 0.1 0.2
H -0.991 1.973 2.611 0.1 0.4 -0.8
H 3.181 -1.195 0.897 -0.6 0.2 0.0
H 1.488 -5.003 0.795 0.3 0.3 -0.1
H -1.830 6.840 0.299 0.0 0.1 0.1
C -0.200 -0.575 -0.758 -1.1 -0.3 -2.2
Mn 0.490 1.221 0.148 -0.3 2.2 0.1
C 2.859 -1.982 0.233 0.0 -1.7 1.6
C 2.539 0.704 2.138 0.7 -0.9 0.5
C -0.711 2.538 1.691 -1.0 0.8 0.1
H -0.865 -1.324 1.207 0.1 0.8 0.1
H 4.298 -1.248 -1.219 -0.3 -0.2 0.6
C -1.680 3.653 1.549 0.4 0.7 0.5
H -2.499 -1.945 -2.846 0.0 0.0 0.0
H 3.088 -3.738 -2.303 -0.2 0.4 0.1
H 4.521 -2.902 -0.617 -0.1 0.2 -0.4
H -1.690 2.469 -1.671 -0.4 -0.7 0.5
H -3.708 -0.758 -2.314 -0.4 -0.2 0.0
H 0.757 -0.389 -1.293 -0.6 -0.1 0.6
H 1.539 -2.897 1.654 0.1 0.4 -0.1
C -2.145 5.950 0.834 0.1 -0.5 0.2
H 3.130 -0.066 2.642 0.4 0.1 0.0
C 3.756 -2.162 -0.926 0.4 -0.2 -1.1
C 1.822 -4.277 0.035 -0.3 -1.2 -0.6
H -0.425 -3.025 -2.314 0.1 0.8 0.5
C -0.824 0.421 -3.614 -0.4 -0.1 -0.3
H 0.049 0.123 4.566 0.2 -0.5 -0.3
C 0.749 -4.342 -1.101 0.2 -0.4 0.3
H -0.447 -1.628 -1.017 0.3 0.5 0.8
H 0.827 -1.406 0.919 -0.6 -0.2 -0.9
H -1.912 1.501 -0.128 -0.6 0.5 -1.1
H -2.790 -1.707 -1.118 -0.1 -0.1 0.3
C 1.568 -2.232 -2.239 -1.0 -1.5 -1.1
C -3.801 4.748 2.107 0.3 0.1 -0.2
H -0.198 -4.691 -0.643 0.3 0.4 -0.3
C -2.755 -1.215 -2.081 -0.7 -0.1 -0.6
H 0.198 0.793 -3.509 -0.1 0.1 0.2
H -0.482 -1.240 3.515 0.2 0.1 0.3
P -1.536 0.056 -1.993 1.4 1.6 1.5
P 0.742 0.382 2.304 0.0 1.0 -0.1
H 2.856 0.761 1.088 -0.2 0.0 0.1
H 2.781 -4.668 -0.335 -0.2 0.2 0.0
C 0.359 -0.576 3.766 0.2 -0.8 0.5
H 0.295 2.981 1.862 -0.5 -0.2 0.1
H -3.312 1.697 -1.374 0.7 -0.1 0.1
H -4.062 6.784 1.416 0.2 -0.3 -0.1
H -3.295 2.774 2.758 0.3 0.1 -0.2
C -2.215 1.587 -1.226 0.0 -0.3 -0.2
```
Forces are in eV/Å.

Summary:
E_HOMO (spin up / spin down) = -4.2 / -4.4 eV
2S+1 = 6
expectation value of S² = 9.102
E_LUMO (spin up / spin down) = 0.253 / 0.203 eV
total energy = -73315.976 eV

=====

This record from the Open Molecules 2025 dataset describes C22H39BN5O3PtS3 as an isolated structure. The level of theory is wB97M-V/def2-TZVPD.

XYZ file:
```
74
Properties=species:S:1:pos:R:3:forces:R:3
C -0.262 1.818 3.068 0.1 0.1 0.1
H -2.460 -3.204 -4.173 0.0 0.0 0.0
H -4.034 -3.059 0.592 0.0 0.0 0.0
H -2.279 0.727 -3.851 0.0 0.0 0.0
C -2.405 -3.599 -0.674 0.2 0.1 0.0
H -1.152 2.028 3.663 0.1 0.0 0.0
O -1.520 -2.747 0.109 0.0 0.0 -0.2
C -1.864 -3.416 -2.128 0.0 0.1 0.1
C 1.741 0.682 -2.604 0.2 -0.1 0.0
N 1.615 -0.234 -3.561 0.0 -0.2 0.0
C -2.930 -3.363 -3.201 -0.1 0.0 -0.1
C 1.905 -1.667 -3.440 0.0 0.1 0.0
C 1.178 -0.743 4.991 -0.1 0.0 0.1
B -0.951 -1.817 -0.729 -0.1 -0.2 0.1
H 3.061 4.682 -1.640 0.0 0.0 0.0
H -2.034 -1.084 7.134 0.0 0.0 0.0
C -1.236 -0.591 5.208 0.0 0.0 0.0
H -2.878 -5.703 -0.760 0.0 0.0 0.0
N -1.197 2.643 -0.201 0.0 -0.3 -0.1
N -1.051 1.510 -0.981 0.0 0.2 0.0
H -3.647 -2.563 -3.025 0.0 0.0 0.0
H 0.180 -1.563 8.122 0.0 0.0 0.0
H 1.746 -1.946 -2.404 0.0 0.0 0.1
H 1.257 2.125 -3.908 0.0 0.0 0.0
C -2.229 4.881 -0.152 0.0 -0.1 0.0
H 3.796 3.114 -2.001 0.0 0.0 0.0
H -0.327 2.315 2.101 0.0 0.0 0.0
H -3.474 -4.310 -3.244 0.0 0.0 0.0
H -4.114 4.269 0.738 0.0 0.0 0.0
C -2.301 -5.012 -0.140 0.0 -0.1 0.0
H 1.157 -2.187 -4.035 0.0 0.0 0.0
H 1.505 2.809 -1.060 0.0 0.0 0.1
C -3.730 5.057 0.089 0.0 0.0 0.0
S 2.276 0.247 -1.013 -0.2 0.1 -0.1
H 0.024 -4.423 -1.772 0.0 0.0 0.0
C 1.641 3.126 -2.089 0.1 -0.1 -0.1
H 2.058 -0.663 4.365 0.0 0.0 0.0
H 0.644 2.089 3.611 0.0 0.1 0.0
H 0.825 3.806 -2.338 0.0 0.0 0.0
H -1.677 4.936 0.786 0.0 0.0 0.0
H 2.225 -1.365 6.753 0.0 0.0 0.0
H 3.142 4.114 -3.311 0.0 0.0 0.0
H 4.048 -1.499 -3.263 0.0 0.0 0.0
C 2.991 3.798 -2.276 0.0 0.0 0.0
H 1.359 0.091 -4.481 0.0 0.0 0.0
H 3.482 -3.085 -3.802 0.0 0.1 0.0
H -2.707 -5.046 0.871 0.0 0.0 0.0
C 1.259 -1.139 6.320 0.0 0.0 0.0
C 0.108 -1.251 7.088 0.0 0.0 0.0
H -1.325 -0.284 -2.859 -0.1 0.0 0.1
Pt 0.090 -0.198 -0.025 0.1 0.2 -0.4
C 3.314 -2.010 -3.888 0.0 0.0 0.0
S -0.194 0.063 2.767 0.2 -0.2 0.1
O -1.213 -2.106 -2.063 0.0 0.1 0.0
H -2.206 -0.399 4.759 0.1 0.0 0.0
N -1.586 0.667 -3.124 0.1 -0.1 0.0
C -1.638 1.601 -2.146 0.1 -0.1 0.1
H -1.267 -5.351 -0.102 0.0 0.0 0.0
O 1.174 -0.186 2.134 -0.5 0.1 0.1
N 1.484 1.945 -2.941 0.0 0.2 0.1
H -1.201 -5.433 -2.560 0.0 0.0 0.0
C -1.890 3.562 -0.770 0.0 0.0 0.0
H -3.899 -2.033 -0.839 0.0 0.0 0.0
H -0.382 -4.168 -3.478 0.0 0.0 0.0
C -0.791 -4.425 -2.500 0.1 0.0 0.0
H -1.858 5.683 -0.795 0.0 0.0 0.0
C -1.138 -0.980 6.536 0.0 0.0 0.0
H -4.554 -3.678 -0.983 0.0 0.0 0.0
C -0.072 -0.463 4.463 0.1 -0.1 0.0
H -4.292 5.028 -0.847 0.0 0.0 0.0
C -3.812 -3.059 -0.476 -0.1 0.0 0.0
H 3.483 -1.725 -4.929 0.0 0.0 0.0
S -2.441 3.113 -2.363 -0.1 0.2 -0.1
H -3.924 6.018 0.563 0.0 0.0 0.0
```
Forces are in eV/Å.

Summary:
E_HOMO (spin up / spin down) = -9.5 / -11.1 eV
relative energy (zero: lowest compared OMol25 entry of this formula, charge and spin) = 0.000 eV
2S+1 = 3
expectation value of S² = 2.006
total charge = +1
E_LUMO (spin up / spin down) = -2.132 / -3.477 eV
total energy = -73465.402 eV

=====

This record from the Open Molecules 2025 dataset describes C22H39N2OPSiTc as an isolated structure at a distorted geometry. The level of theory is wB97M-V/def2-TZVPD.

XYZ file:
```
67
Properties=species:S:1:pos:R:3:forces:R:3
H 2.854 -1.183 -2.646 0.0 0.1 0.2
C -3.300 -1.627 -1.352 0.1 -0.1 0.2
H -1.411 3.230 -1.535 0.3 0.3 0.2
C -1.507 -1.778 4.481 -0.2 -0.4 0.1
H -1.621 -4.755 0.632 -0.3 -0.3 -0.1
C -1.185 0.858 1.989 0.0 -0.7 -1.0
H -2.886 -2.300 -2.115 -0.1 0.1 0.3
H -2.703 1.947 0.917 0.1 0.0 0.1
H 0.946 -3.016 4.389 -0.1 0.3 0.2
Si -2.309 -0.017 -1.233 -0.9 -0.3 -0.4
H -0.354 1.442 5.248 -0.2 0.2 -0.1
C 2.426 -0.904 -1.673 0.4 -0.2 -0.1
H 0.402 -2.724 6.077 0.2 0.0 -0.2
C 1.408 3.773 0.347 -0.3 -0.2 -0.3
H 1.367 -0.077 3.815 -0.2 -0.1 0.0
P 0.654 -0.534 -1.854 0.1 -0.2 -1.3
C 0.373 -0.436 3.516 0.4 -0.3 0.1
H -1.752 -2.411 5.342 0.0 0.2 -0.2
H 1.768 -1.768 5.389 -0.2 -0.2 0.0
C -0.581 0.672 3.232 -0.5 0.9 0.3
C -2.587 2.598 2.956 0.0 -0.3 -0.4
H 1.233 -4.227 1.072 0.0 0.2 0.2
H 2.948 -0.023 -1.279 -0.1 -0.2 -0.1
H -3.321 -2.131 -0.373 0.0 0.1 -0.4
C 1.469 5.159 0.272 -0.4 -0.1 -0.3
C -1.925 2.466 4.175 0.2 0.0 0.3
C -0.555 5.191 -1.107 0.4 -0.2 0.3
H 0.133 -2.866 -2.317 0.0 0.2 -0.1
H -4.326 -1.360 -1.639 0.2 -0.1 0.0
H 1.332 1.642 -2.724 -0.2 -0.2 0.0
H 2.134 3.175 0.902 -0.1 0.3 -0.1
H 1.218 0.418 -4.025 -0.1 0.1 0.2
N 0.210 1.717 -0.169 0.5 0.2 0.0
H -1.636 -3.902 -0.927 0.1 0.1 0.3
C 0.485 5.870 -0.447 0.0 0.0 0.1
C 0.093 -1.928 -2.885 0.2 -0.3 -0.3
H -0.261 1.173 -3.367 0.2 -0.1 0.1
C -0.902 1.527 4.300 -0.3 -0.1 0.0
H -3.354 0.924 -0.729 0.2 0.2 0.1
O -1.236 -2.003 0.967 -0.2 2.0 0.5
H 0.493 -1.158 2.702 -0.3 0.3 0.1
C 0.761 -3.342 1.519 0.0 -0.6 -0.2
Tc -0.327 0.012 0.152 -0.4 -1.7 2.2
H -1.323 5.740 -1.656 0.3 -0.1 0.1
H 0.457 -3.622 2.530 0.0 -0.2 0.6
C -2.201 1.807 1.868 0.0 0.7 1.0
H -3.393 3.317 2.821 0.1 -0.1 0.2
H -0.194 -4.819 -0.401 -0.3 0.1 0.0
C -0.449 -3.000 0.705 0.9 -1.3 -1.5
C -0.613 3.808 -1.052 0.0 -0.4 0.3
H -2.207 -0.948 4.405 0.1 -0.1 -0.1
C 0.739 0.803 -3.112 0.1 0.0 -0.2
H -2.198 0.380 -2.673 0.2 0.1 0.1
H -0.240 -0.544 5.489 0.0 -0.3 -0.5
H -2.197 3.079 5.036 0.1 -0.1 -0.3
H 2.275 5.696 0.779 -0.3 -0.2 -0.2
H 2.552 -1.736 -0.969 0.0 0.2 -0.2
C 0.816 -2.264 5.175 0.0 0.0 0.0
H 0.521 6.960 -0.487 0.0 -0.3 0.0
C 0.349 3.065 -0.300 -0.2 -0.2 0.1
H 1.541 -2.576 1.583 -0.1 0.1 0.1
N -0.146 -1.226 4.717 0.2 0.3 0.3
H -0.932 -1.777 -3.246 0.2 0.1 0.1
C -1.012 -4.166 -0.065 0.3 -0.1 0.1
H 0.689 -1.542 0.276 -0.3 2.6 -0.8
H -1.512 -2.364 3.556 0.1 0.2 0.1
H 0.761 -2.002 -3.756 -0.2 -0.1 0.2
```
Forces are in eV/Å.

Summary:
E_HOMO (spin up / spin down) = -4.7 / -7.0 eV
relative energy (zero: lowest compared OMol25 entry of this formula, charge and spin) = 0.000 eV
2S+1 = 4
expectation value of S² = 3.799
E_LUMO (spin up / spin down) = -0.024 / -0.150 eV
total energy = -47833.639 eV

=====

This record from the Open Molecules 2025 dataset describes C22H39N2OPSiZr as an isolated structure at a distorted geometry. The level of theory is wB97M-V/def2-TZVPD.

XYZ file:
```
67
Properties=species:S:1:pos:R:3:forces:R:3
C -2.280 0.807 -3.608 -0.3 0.1 -0.1
H -0.414 1.944 3.323 0.0 -0.3 0.1
H -0.313 3.171 1.243 0.0 0.1 0.0
H -2.522 3.045 1.662 -0.1 0.0 -0.2
H 0.952 -1.147 -4.159 -0.3 0.1 0.0
H -2.886 -0.057 -3.299 0.2 0.3 -0.1
C 0.997 -0.552 1.553 -1.3 0.5 -0.6
N -0.193 -1.823 -1.069 0.5 2.7 0.6
H -1.974 -0.526 5.598 0.2 0.1 0.0
C 3.160 2.030 -1.219 0.4 0.1 -0.3
H 3.368 -0.955 4.597 -0.2 0.2 -0.3
C -1.137 -5.358 -1.215 0.1 -0.3 -0.1
N -1.547 0.191 3.684 -0.3 -0.4 -0.6
C 0.048 -5.942 -1.681 0.2 0.0 -0.1
C -1.120 -0.088 5.073 -0.2 0.0 0.3
C 2.701 -0.843 3.738 0.2 0.2 0.2
H 3.709 -0.483 -0.769 -0.1 -0.2 -0.2
H -2.976 2.674 -0.014 0.3 0.2 0.0
H 2.088 -5.588 -2.302 -0.3 0.2 0.1
H -2.382 0.952 -4.696 0.0 0.0 0.3
H -2.003 -5.991 -1.000 0.2 0.2 -0.1
C 1.652 0.071 3.793 -0.4 0.0 0.2
H 0.012 5.085 0.062 -0.1 -0.1 -0.2
Si 2.653 0.226 -1.565 0.3 0.1 0.2
H 4.256 2.062 -1.292 -0.2 0.4 0.0
C 1.161 -5.129 -1.947 -0.4 -0.1 0.1
H -0.289 -0.794 5.065 -0.1 0.3 0.0
C -0.262 4.236 -0.580 -0.1 0.5 -0.2
H 2.214 -2.058 0.589 -0.1 0.3 0.5
H 3.737 -2.318 2.548 -0.3 0.2 0.1
H 2.973 -0.103 -2.999 0.0 0.2 0.1
Zr 0.183 0.050 -0.537 -0.7 -3.5 -1.0
C -1.231 -3.993 -1.023 0.6 0.4 -0.1
H 0.039 2.860 -3.349 0.1 -0.3 -0.2
H 0.649 3.916 -1.099 -0.2 -0.1 0.2
C -0.100 -0.867 -4.304 -0.1 0.1 -0.1
H 2.718 2.720 -1.953 0.2 0.0 0.3
P -0.533 0.505 -3.172 0.4 -0.1 -0.2
H -0.272 -0.558 -5.346 0.1 -0.2 0.2
H -0.833 0.860 5.538 0.0 -0.3 0.0
H 1.368 1.817 -3.953 -0.3 0.0 0.0
H -1.027 1.115 1.880 0.3 -0.1 0.2
H -2.643 1.704 -3.085 0.1 -0.3 -0.1
C -0.860 3.145 0.288 0.6 -1.4 0.0
H -2.796 1.833 4.083 -0.1 -0.2 -0.1
C 1.096 -3.755 -1.765 -0.4 0.3 0.2
C 2.900 -1.618 2.598 -0.3 -0.2 -0.4
C 2.033 -1.473 1.503 1.2 -0.3 0.6
H 1.524 0.698 4.682 0.1 -0.2 -0.2
H -0.983 4.605 -1.318 0.1 -0.1 0.0
C 0.278 1.958 -3.933 -0.2 0.1 -0.3
H -3.585 0.220 4.218 0.1 0.2 -0.1
H 0.113 -7.020 -1.840 -0.1 0.3 0.1
C -2.893 0.838 3.639 0.2 -0.1 0.0
H -2.664 4.346 0.496 0.0 -0.1 0.0
C 0.740 0.161 2.724 1.1 -0.2 0.5
H -1.626 -0.721 3.211 0.1 0.2 0.0
C -0.111 -3.130 -1.289 -0.3 -1.4 -0.1
H -3.222 0.908 2.597 0.1 0.0 0.3
O -0.638 1.837 -0.245 -0.5 1.7 0.7
H 2.864 2.334 -0.200 0.1 -0.1 -0.4
H 1.968 -3.113 -1.958 -0.4 -0.3 0.1
H -0.105 2.068 -4.959 0.3 0.2 0.2
H -2.140 -3.522 -0.642 0.2 -0.2 -0.2
C -2.333 3.307 0.614 -0.6 0.4 0.2
C -0.527 0.959 2.845 0.1 0.4 0.2
H -0.733 -1.733 -4.062 0.2 0.2 0.0
```
Forces are in eV/Å.

Summary:
E_HOMO = -5.6 eV
relative energy (zero: lowest compared OMol25 entry of this formula, charge and spin) = 0.000 eV
E_LUMO = -0.286 eV
total energy = -46919.369 eV